{
  "formula": "C22H28N3",
  "method": "ωB97M-V with the def2-TZVPD basis set",
  "total_energy_ha": -1018.97195,
  "smiles": "Cc1cc(C)c(N2C=CN(C)[C@@H]2C(c2ccccc2)=[N+](C)C)c(C)c1",
  "charge": 1,
  "gap_ev": 4.6,
  "multiplicity": 1,
  "symbols": ["N", "N", "N", "C", "C", "C", "C", "C", "C", "C", "C", "C", "C", "C", "C", "C", "C", "C", "C", "C", "C", "C", "C", "C", "C", "H", "H", "H", "H", "H", "H", "H", "H", "H", "H", "H", "H", "H", "H", "H", "H", "H", "H", "H", "H", "H", "H", "H", "H", "H", "H", "H", "H"],
  "xyz": [[0.177, 0.910, 1.218], [-2.151, -1.162, -1.288], [-1.730, -0.161, 1.680], [3.829, 3.965, -2.026], [-0.374, -3.552, -0.875], [-2.832, -2.329, -1.907], [0.640, -3.805, 1.697], [2.846, 3.211, -1.136], [2.919, 0.967, 1.927], [3.299, 2.433, -0.043], [0.116, -4.770, -0.458], [-2.864, -0.997, 1.668], [-0.420, -2.422, -0.013], [0.556, 2.624, -0.541], [0.583, -4.914, 0.855], [-0.240, 1.250, 2.510], [-0.860, -0.057, 0.602], [1.463, 3.246, -1.405], [-1.428, 0.665, 2.727], [0.165, -2.575, 1.272], [-2.131, -0.047, -2.243], [1.037, 1.782, 0.476], [-1.114, -1.217, -0.319], [-0.880, 2.981, -0.736], [2.405, 1.743, 0.786], [-2.261, -2.714, -2.781], [-3.803, -2.029, -2.379], [-3.108, -3.171, -1.264], [2.623, -0.085, 1.912], [-0.627, -3.390, -1.949], [-2.403, 0.899, -1.749], [2.608, 1.388, 2.887], [0.298, 1.949, 3.210], [-2.974, -1.487, 0.699], [-3.708, -0.369, 1.846], [-2.858, -0.215, -3.050], [-1.228, 3.720, 0.017], [4.370, 2.342, 0.136], [1.104, 3.761, -2.299], [0.351, -1.655, 1.874], [4.421, 4.668, -1.431], [-1.104, 0.016, -2.657], [-0.997, 3.467, -1.742], [0.909, -5.884, 1.194], [-1.567, 2.128, -0.707], [-2.188, 0.800, 3.527], [-2.762, -1.763, 2.418], [0.196, -5.577, -1.158], [4.511, 3.258, -2.511], [-1.218, 0.512, -0.239], [1.117, -3.851, 2.660], [4.021, 1.002, 1.894], [3.264, 4.511, -2.789]],
  "lowdin_charge": [0.0231, -0.1207, -0.1367, -0.0429, -0.0092, -0.0550, -0.0357, -0.2348, -0.0449, 0.0091, -0.0400, -0.0204, -0.1412, -0.1993, -0.0157, -0.0583, -0.1948, -0.0056, -0.0659, 0.0257, -0.0239, -0.1479, -0.0606, -0.0354, -0.2121, 0.0973, 0.1104, 0.1047, 0.0793, 0.1208, 0.0775, 0.0818, 0.1486, 0.0799, 0.0997, 0.1024, 0.1069, 0.1213, 0.1158, 0.1338, 0.0857, 0.1236, 0.1002, 0.1190, 0.0288, 0.1434, 0.1023, 0.1126, 0.0834, 0.0844, 0.1153, 0.0891, 0.0750]
}